[1]
{"formula": "C5H7N", "method": "the ωB97M-V functional and the def2-TZVPD basis", "species": ["C", "C", "C", "C", "C", "N", "H", "H", "H", "H", "H", "H", "H"], "positions_angstrom": [[-1.3012, -0.3003, -0.5641], [-0.0082, -0.1274, -0.2560], [1.0512, -0.9421, -0.9457], [0.6132, 1.3190, 0.3245], [0.0344, 1.1198, 1.4494], [-0.6401, 0.8507, 2.4278], [-1.6049, -1.0918, -1.2419], [-2.0999, 0.1392, 0.0212], [0.8115, -1.0663, -2.0066], [2.0336, -0.4617, -0.9625], [1.1602, -1.9237, -0.4781], [1.5933, 1.6266, 0.0034], [-1.6432, 0.8580, 2.2286]], "forces_ev_per_angstrom": [[0.498, -0.420, 1.195], [1.173, 2.327, -2.487], [0.422, -0.134, -0.372], [-0.564, -3.513, -1.048], [-0.736, 1.242, 1.930], [-0.415, -0.576, 0.038], [0.130, -0.162, 0.224], [-0.021, 0.558, -0.403], [-0.213, -0.266, 0.156], [-0.145, -0.032, 0.337], [0.028, 0.050, -0.101], [-0.345, 0.337, -0.065], [0.188, 0.590, 0.597]], "mulliken_charge": [-0.8825, 0.8680, -1.2582, -0.7742, 0.5909, -0.6454, 0.3077, 0.1930, 0.3388, 0.3325, 0.2835, 0.3602, 0.2859], "e_above_lowest_kcal_mol": 85.9, "homo_lumo_gap_ev": 9.574, "homo_energy_ev": -8.646, "e_tot_ha": -249.336337, "spin_multiplicity": 1}

[2]
{"formula": "CH7N3", "method": "the ωB97M-V functional and the def2-TZVPD basis", "species": ["H", "N", "C", "N", "H", "H", "H", "N", "H", "H", "H"], "positions_angstrom": [[1.3792, -1.3409, 1.7666], [0.7462, -1.1703, 0.9912], [1.3976, -0.6908, 0.0012], [0.9030, 0.2276, -0.8820], [2.4939, -0.7523, -0.0726], [1.5133, 0.2980, -1.6767], [-0.0811, 0.4895, -0.8204], [-1.8423, 0.7020, 0.0389], [-2.2242, -0.1696, 0.3910], [-1.7643, 1.2960, 0.8554], [-2.5213, 1.1108, -0.5925]], "forces_ev_per_angstrom": [[0.081, -0.914, -0.308], [-0.297, 0.675, -0.009], [0.251, 1.374, 1.181], [0.770, -1.382, 0.026], [-0.057, -0.273, -0.131], [-0.643, 0.538, -0.440], [0.010, -0.133, -0.214], [-0.206, 0.009, 0.005], [0.149, -0.105, -0.188], [0.067, 0.172, -0.071], [-0.124, 0.039, 0.150]], "mulliken_charge": [0.2136, -0.6041, 0.0087, -0.3180, 0.2482, 0.2188, 0.3465, -0.8164, 0.2481, 0.2268, 0.2279], "e_above_lowest_kcal_mol": 7.7, "homo_lumo_gap_ev": 9.717, "homo_energy_ev": -8.565, "e_tot_ha": -206.552272, "spin_multiplicity": 1}

[3]
{"formula": "C6H12", "method": "the ωB97M-V functional and the def2-TZVPD basis", "species": ["C", "C", "C", "C", "C", "C", "H", "H", "H", "H", "H", "H", "H", "H", "H", "H", "H", "H"], "positions_angstrom": [[1.1890, -1.0550, -1.3521], [1.3096, 0.4746, -0.9434], [0.7132, 0.7105, 0.4896], [-0.7410, 0.1302, 0.4304], [-1.4975, 0.6292, -0.7124], [-1.3692, -0.3310, 1.7715], [1.5793, -1.7006, -0.5605], [0.1097, -1.2075, -1.4753], [1.7380, -1.2365, -2.2849], [0.9524, 1.1914, -1.6788], [2.4063, 0.5126, -0.8519], [0.6689, 1.7739, 0.7129], [1.2455, 0.1736, 1.2838], [-1.5901, 1.2963, 0.3545], [-2.1642, -0.0452, -1.2807], [-1.0030, 0.2716, 2.6076], [-1.1220, -1.4061, 1.9060], [-2.4249, -0.1823, 1.5839]], "forces_ev_per_angstrom": [[-0.947, 1.718, -0.059], [1.890, -1.815, 1.379], [-1.174, -1.011, -1.372], [-1.043, 3.454, 0.304], [2.711, -1.327, 0.335], [0.759, -1.708, -1.567], [-0.027, 0.116, -0.071], [0.365, -0.649, -0.292], [-0.301, -0.059, 0.238], [-0.170, -0.325, 0.130], [-0.104, 0.930, -0.008], [0.044, 0.076, 0.164], [0.180, 0.179, -0.186], [-0.323, -0.273, -1.476], [-1.350, 0.689, 1.663], [0.026, -0.161, -0.196], [-0.298, 0.536, 0.388], [-0.240, -0.370, 0.625]], "mulliken_charge": [-1.0166, -0.6409, -0.4185, 0.5131, -1.0117, -1.3300, 0.2761, 0.2440, 0.3691, 0.4136, 0.3684, 0.2954, 0.3629, 0.2658, 0.2239, 0.3293, 0.3531, 0.4031], "e_above_lowest_kcal_mol": 139.6, "homo_lumo_gap_ev": 7.167, "homo_energy_ev": -6.984, "e_tot_ha": -235.595706, "spin_multiplicity": 1}

[4]
{"formula": "C30H81BrN4O12", "method": "the ωB97M-V functional and the def2-TZVPD basis", "species": ["C", "C", "C", "C", "C", "C", "C", "C", "C", "C", "C", "C", "C", "C", "N", "N", "C", "C", "C", "C", "Br", "N", "N", "H", "H", "H", "H", "H", "H", "H", "H", "H", "H", "H", "H", "H", "H", "H", "H", "H", "H", "H", "H", "H", "H", "H", "H", "H", "H", "H", "H", "H", "H", "H", "H", "H", "C", "O", "H", "H", "H", "H", "C", "O", "H", "H", "H", "H", "C", "O", "H", "H", "H", "H", "C", "O", "H", "H", "H", "H", "C", "O", "H", "H", "H", "H", "C", "O", "H", "H", "H", "H", "C", "O", "H", "H", "H", "H", "C", "O", "H", "H", "H", "H", "C", "O", "H", "H", "H", "H", "C", "O", "H", "H", "H", "H", "C", "O", "H", "H", "H", "H", "C", "O", "H", "H", "H", "H"], "positions_angstrom": [[-1.3540, 2.9143, 1.1401], [-0.0775, 2.5768, 0.3590], [0.7165, 1.4528, 1.0624], [0.5379, 0.0449, 0.4381], [1.8690, -0.6113, -0.0241], [1.7951, -1.1973, -1.4338], [0.8073, -2.3808, -1.5566], [-0.4097, -2.0531, -2.4223], [-1.3194, -3.2585, -2.6610], [-1.9405, -3.8465, -1.3705], [-3.4008, -4.3026, -1.5621], [-4.4976, -3.6287, -0.7001], [-4.1349, -2.3388, 0.0321], [-4.0532, -1.1277, -0.8558], [-4.3802, 0.0479, -0.3141], [-4.2646, 1.1138, -1.0712], [-3.8310, 0.9336, -2.3200], [-3.6323, 2.1831, -3.1481], [-3.4560, 1.9203, -4.6499], [-1.9840, 1.8877, -5.0580], [-1.3267, 3.7286, -5.3300], [-3.5475, -0.2390, -2.8737], [-3.6631, -1.3097, -2.1135], [-2.0357, 2.0610, 1.0905], [-1.8776, 3.7727, 0.7153], [-1.1411, 3.0988, 2.1923], [0.5367, 3.4708, 0.2458], [-0.3543, 2.2315, -0.6396], [0.4672, 1.4349, 2.1246], [1.7733, 1.7233, 1.0265], [0.0112, -0.6010, 1.1420], [-0.1089, 0.1453, -0.4390], [2.6553, 0.1401, 0.0363], [2.0907, -1.4349, 0.6601], [2.7898, -1.5590, -1.7070], [1.5481, -0.4047, -2.1473], [1.3435, -3.1912, -2.0519], [0.4903, -2.7080, -0.5640], [-0.0332, -1.7227, -3.3971], [-0.9921, -1.2181, -2.0167], [-0.7091, -4.0374, -3.1269], [-2.0869, -3.0011, -3.3908], [-1.3595, -4.7445, -1.1530], [-1.7780, -3.1777, -0.5234], [-3.6773, -4.2073, -2.6118], [-3.4499, -5.3750, -1.3600], [-4.8456, -4.3431, 0.0486], [-5.3691, -3.4222, -1.3268], [-3.2064, -2.4184, 0.6030], [-4.9046, -2.1340, 0.7790], [-4.4424, 2.8808, -2.9474], [-2.7066, 2.6304, -2.7719], [-3.9064, 2.7647, -5.1739], [-3.9760, 1.0314, -4.9997], [-1.8351, 1.3845, -6.0073], [-1.3472, 1.4848, -4.2768], [-5.4645, 3.9666, 1.4559], [-5.6357, 3.9767, 0.0399], [-6.1197, 4.7249, 1.8769], [-5.7376, 2.9923, 1.8700], [-4.4322, 4.1966, 1.7257], [-5.0517, 3.3026, -0.3184], [3.4461, -4.0187, -1.0032], [2.5836, -4.2776, -2.1141], [2.8614, -3.4753, -0.2625], [3.8122, -4.9428, -0.5669], [4.2953, -3.4014, -1.3070], [3.0910, -4.7548, -2.7747], [-2.9367, 3.5708, 4.8481], [-2.5574, 4.0136, 3.5495], [-3.0982, 2.4973, 4.7918], [-2.1493, 3.7720, 5.5794], [-3.8631, 4.0511, 5.1738], [-2.4149, 4.9625, 3.5939], [-4.1999, -5.4683, -5.5561], [-2.9226, -4.8629, -5.7117], [-4.0548, -6.4033, -5.0206], [-4.8719, -4.8299, -4.9750], [-4.6570, -5.6840, -6.5258], [-3.0453, -4.0343, -6.1820], [5.8116, -5.8008, 1.6747], [5.8717, -5.6275, 0.2579], [5.0793, -5.0966, 2.0610], [5.5002, -6.8166, 1.9330], [6.7805, -5.5858, 2.1286], [6.5198, -6.2486, -0.0843], [7.1351, -2.3418, 1.6382], [7.5425, -2.9592, 2.8636], [7.3512, -3.0378, 0.8300], [6.0618, -2.1357, 1.6521], [7.6767, -1.4133, 1.4751], [7.3490, -2.3417, 3.5729], [6.5614, 1.4006, 0.2470], [6.9779, 0.8396, 1.4834], [6.7961, 0.6840, -0.5378], [5.4841, 1.5888, 0.2422], [7.0900, 2.3354, 0.0402], [6.7665, 1.4800, 2.1720], [2.0942, 2.7390, 4.5419], [2.5087, 3.3032, 3.3046], [1.8635, 1.6922, 4.3590], [2.8876, 2.7993, 5.2875], [1.1992, 3.2348, 4.9284], [2.7131, 4.2304, 3.4508], [-9.3973, 5.6212, 1.0666], [-8.2653, 6.2033, 1.7024], [-10.2527, 5.7704, 1.7211], [-9.5994, 6.1007, 0.1054], [-9.2523, 4.5491, 0.9103], [-7.5122, 6.0720, 1.1188], [5.8430, 2.2953, 4.8564], [6.3495, 2.8852, 3.6545], [5.8022, 1.2188, 4.7100], [6.4976, 2.5169, 5.6986], [4.8434, 2.6627, 5.0688], [6.3903, 3.8341, 3.7893], [-0.2732, 0.3007, -8.7354], [0.2616, -0.2604, -7.5414], [-0.3066, -0.4886, -9.4818], [-1.2874, 0.6776, -8.5723], [0.3594, 1.1124, -9.1032], [0.2993, 0.4337, -6.8778], [4.8113, 1.0257, 8.8323], [5.3400, 2.0396, 7.9815], [4.6975, 0.1251, 8.2346], [5.4896, 0.8153, 9.6626], [3.8340, 1.3134, 9.2278], [5.4428, 2.8378, 8.5063]], "forces_ev_per_angstrom": [[0.275, -0.311, -0.439], [-0.349, -0.265, 0.565], [0.291, 0.026, -0.386], [0.187, 0.357, -0.105], [-0.729, -0.039, 0.016], [-0.007, -0.226, 0.312], [-0.337, 0.870, -0.508], [-0.017, -0.147, -0.102], [0.314, 0.121, 0.187], [0.156, -0.426, -0.769], [-0.128, -0.073, 0.202], [0.162, -0.105, 0.007], [-0.437, 0.180, 0.086], [0.141, -0.603, 0.343], [0.059, 0.533, -0.278], [-0.035, -0.467, 0.317], [0.052, 0.625, -0.502], [0.204, -0.640, -0.042], [0.098, 0.789, -0.060], [-0.318, 0.219, 0.008], [0.032, -0.257, 0.058], [-0.073, -0.363, 0.393], [-0.146, 0.517, -0.230], [-0.106, 0.001, 0.101], [-0.024, 0.061, 0.084], [0.029, 0.075, -0.265], [0.042, 0.000, 0.018], [0.113, 0.138, -0.153], [-0.089, 0.057, 0.018], [0.039, -0.085, 0.042], [-0.016, -0.106, -0.064], [-0.063, -0.055, 0.047], [0.195, -0.107, 0.049], [0.336, 0.126, 0.088], [0.041, 0.139, -0.070], [-0.071, 0.002, -0.017], [-0.863, 0.508, 0.404], [0.003, -0.069, 0.100], [-0.039, 0.099, -0.009], [0.007, 0.002, 0.078], [-0.045, -0.003, -0.091], [-0.097, 0.032, 0.126], [0.064, 0.093, 0.317], [-0.194, 0.060, -0.081], [0.136, 0.143, -0.034], [-0.054, 0.004, 0.015], [0.055, 0.071, 0.089], [0.004, 0.000, -0.004], [0.016, -0.051, -0.105], [0.003, 0.096, -0.027], [-0.022, -0.019, 0.083], [-0.125, 0.277, 0.049], [-0.078, -0.108, -0.101], [0.102, -0.185, 0.201], [0.095, -0.067, 0.043], [0.049, -0.218, -0.119], [0.144, -0.112, -0.277], [-0.114, 0.208, 0.137], [-0.029, -0.033, 0.054], [0.010, 0.034, 0.106], [-0.009, -0.040, 0.121], [0.039, -0.236, -0.102], [-0.069, -0.064, -0.121], [1.165, -0.992, -0.174], [-0.008, -0.015, -0.054], [0.053, -0.022, 0.055], [0.023, -0.014, 0.093], [0.079, -0.119, -0.067], [-0.002, 0.177, -0.098], [-0.182, 0.059, 0.420], [0.004, -0.018, -0.034], [-0.031, -0.043, 0.062], [-0.007, -0.059, 0.067], [0.007, 0.063, -0.064], [0.114, 0.186, -0.065], [-0.103, -0.105, 0.029], [0.025, -0.004, 0.010], [-0.052, -0.061, 0.011], [-0.059, -0.047, 0.033], [0.082, 0.040, 0.013], [0.194, -0.075, -0.175], [0.003, -0.075, 0.109], [0.003, 0.033, -0.030], [-0.029, 0.024, 0.047], [-0.070, 0.046, 0.122], [0.023, 0.021, -0.029], [0.068, -0.092, 0.186], [-0.037, -0.107, -0.108], [-0.023, -0.083, 0.063], [0.000, 0.053, -0.119], [-0.064, 0.052, -0.076], [0.044, 0.021, 0.021], [0.000, -0.028, 0.220], [-0.053, 0.078, -0.097], [0.007, -0.013, -0.005], [-0.002, 0.022, -0.075], [-0.024, 0.007, -0.078], [0.031, 0.160, 0.140], [-0.044, 0.161, -0.148], [-0.001, -0.049, 0.061], [0.007, -0.009, -0.024], [-0.069, -0.056, 0.142], [-0.031, -0.044, 0.021], [-0.006, 0.018, -0.037], [0.184, 0.010, 0.001], [-0.074, -0.007, -0.046], [0.007, 0.016, 0.023], [-0.067, -0.034, -0.006], [-0.064, -0.006, -0.026], [0.018, 0.032, -0.021], [0.236, 0.262, -0.122], [-0.029, -0.274, -0.009], [0.013, 0.006, -0.052], [-0.041, -0.098, 0.063], [-0.052, -0.048, 0.074], [0.045, 0.034, -0.104], [0.086, 0.071, 0.276], [-0.093, -0.028, -0.098], [0.008, -0.028, 0.015], [-0.015, 0.020, -0.108], [-0.059, 0.009, -0.089], [0.074, -0.006, 0.029], [0.056, 0.178, -0.001], [-0.075, -0.086, 0.043], [0.011, 0.007, -0.029], [-0.034, -0.062, 0.014], [-0.014, -0.068, 0.020], [0.027, 0.029, -0.021]], "mulliken_charge": [-0.9640, -0.6842, -0.2718, 0.4010, -0.2345, -1.0773, -0.1458, -0.7338, -0.8297, -0.5624, -0.4688, -0.9725, -0.5388, 0.4196, -0.5500, 0.1392, 0.1102, -0.2862, -0.7454, -0.5529, -0.1537, -0.5932, 0.1747, 0.2143, 0.3501, 0.3419, 0.4096, 0.1558, 0.1787, 0.2227, 0.4062, -0.7292, 0.2074, 0.1435, 0.2970, 0.4393, 0.5230, 0.4393, 0.3621, -0.2234, 0.6049, 0.4697, 0.5561, 0.0243, -0.1806, 0.5662, 0.3874, 0.3956, 0.2654, 0.4324, 0.3887, 0.1865, 0.5027, 0.3901, 0.2184, 0.2436, -0.4092, -0.5089, 0.2149, 0.2264, 0.1938, 0.3040, -0.5661, -0.5323, 0.2149, 0.2845, 0.2151, 0.2687, -0.6709, -0.3922, 0.2470, 0.2680, 0.2819, 0.2424, -0.5985, -0.4688, 0.2207, 0.2409, 0.2999, 0.2758, -0.5685, -0.4481, 0.2017, 0.3041, 0.2830, 0.2479, -0.5068, -0.5360, 0.2941, 0.1839, 0.2780, 0.2749, -0.5297, -0.4229, 0.2435, 0.1622, 0.3006, 0.2627, -0.4907, -0.4317, 0.2323, 0.1529, 0.2309, 0.2332, -0.5281, -0.5027, 0.2312, 0.2541, 0.2512, 0.2888, -0.0351, -0.5235, 0.2430, 0.2966, -0.1410, 0.2512, -0.5414, -0.4706, 0.2378, 0.2514, 0.2447, 0.3033, -0.5407, -0.4376, 0.2112, 0.2589, 0.2567, 0.2669], "e_above_lowest_kcal_mol": 0.0, "homo_lumo_gap_ev": 8.663, "homo_energy_ev": -9.413, "e_tot_ha": -4887.243964, "spin_multiplicity": 1}